# 1
# C3H4F3O4P

A structure of composition C3H4F3O4P (ωB97M-V/def2-TZVPD, the OMol25 dataset).

```
15
Properties=species:S:1:pos:R:3:forces:R:3
C -0.425335 -1.576533 -0.928738 -3.93 0.54 -1.41
C -0.558973 0.195501 0.559451 4.09 2.73 -2.97
C -0.394381 1.844415 -0.484550 -0.84 -4.53 2.40
O 2.258740 -0.453422 0.085437 -0.27 0.39 -0.12
O 1.554891 0.699958 2.269261 -0.06 0.96 0.65
O 0.775996 -1.681389 1.707203 -0.24 -0.84 0.69
O -1.251647 -0.637572 -0.261595 -0.86 0.94 1.86
F -0.814951 1.506477 -1.718369 -0.77 0.48 -0.89
F -1.235327 2.837954 -0.009212 0.64 0.36 -0.60
F 0.830109 2.275185 -0.663178 0.63 1.36 0.29
P 1.259264 -0.331229 1.229755 -0.32 -0.63 -1.01
H 0.516324 -1.568061 -0.527069 2.55 -0.24 0.12
H -0.641526 -1.264800 -1.964695 1.17 -0.60 -0.25
H -0.969991 -2.480112 -0.729351 0.26 -1.13 -0.17
H -0.903194 0.633628 1.435650 -2.03 0.21 1.43
```
Forces are in eV/Å.

Values from the calculation:
Energy above the lowest of the compared OMol25 structures with the same formula, charge and spin, kcal per mole: 0.00
Net charge: -2
HOMO, eV: 0.358
Electronic energy, a.u.: -1058.6275

---

# 2
# C8H12AgF12O4P2

A structure of composition C8H12AgF12O4P2 (ωB97M-V/def2-TZVPD, the OMol25 dataset).

```
39
Properties=species:S:1:pos:R:3:forces:R:3
Ag 0.700137 0.222851 0.610370 0.14 0.17 -0.02
P 1.413902 0.935090 3.797114 -0.10 -0.32 0.55
F 2.739729 0.725095 4.680196 0.09 0.02 0.11
F 0.851934 2.076312 4.771676 -0.01 0.07 0.09
F 2.173993 2.044159 2.926877 0.05 0.14 -0.45
F 0.091224 1.067931 2.844119 -0.23 0.27 0.03
F 1.921334 -0.232905 2.756616 0.28 -0.15 -0.06
F 0.658040 -0.190692 4.678786 -0.05 -0.06 -0.16
P -1.831156 2.167199 -1.053528 -0.35 -0.27 0.09
F -0.824429 1.504354 -2.152899 0.13 0.03 -0.17
F -3.042961 1.353951 -1.737988 -0.02 -0.02 -0.12
F -1.538260 0.900160 -0.053138 -0.11 -0.14 -0.13
F -2.846668 2.757716 0.025447 0.13 0.26 0.36
F -0.549970 2.913374 -0.408565 0.06 0.19 0.32
F -2.081662 3.445832 -1.992301 0.04 0.00 -0.45
O 2.243132 0.879868 -1.072028 0.18 -0.11 0.26
C 2.026943 1.425792 -2.122112 0.03 0.01 0.07
O 1.638780 0.721949 -3.194686 0.33 -0.20 -0.24
C 1.306658 1.582654 -4.292921 -0.43 0.75 0.29
C 1.993127 2.914463 -3.964559 -0.14 -0.81 -0.21
C 2.049198 2.903235 -2.421672 -0.44 -0.18 -1.96
H 0.221427 1.688689 -4.299772 0.01 -0.10 -0.06
H 1.654222 1.171969 -5.236801 0.04 -0.35 0.13
H 1.454729 3.752037 -4.400793 0.09 0.10 0.06
H 2.992170 2.832313 -4.401539 0.08 0.44 0.18
H 1.074231 3.229871 -2.052604 0.35 0.51 0.44
H 2.926108 3.481780 -2.166113 -0.15 -0.16 1.09
O -0.535097 -1.817643 0.725192 -0.23 0.18 -0.33
C -0.971314 -2.822260 1.194495 0.32 -0.53 0.26
O -0.342277 -3.445150 2.214588 0.04 0.70 0.44
C -1.049198 -4.580505 2.668585 0.39 -1.26 -0.07
C -2.355376 -4.608188 1.891661 -1.19 -1.22 0.08
C -2.110680 -3.711001 0.711964 0.55 1.12 -0.03
H -1.149819 -4.618272 3.752628 -0.17 0.67 0.01
H -0.414700 -5.450663 2.457565 -0.14 0.03 -0.28
H -3.224567 -4.323341 2.490224 0.30 0.68 0.06
H -2.676647 -5.612303 1.591953 0.56 -0.06 -0.07
H -2.953147 -3.107492 0.388923 0.00 -0.04 -0.10
H -1.633072 -4.178215 -0.154975 -0.42 -0.35 0.00
```
Forces are in eV/Å.

Values from the calculation:
Net charge: -1
HOMO, eV: -7.507
Electronic energy, a.u.: -2641.6527

---

# 3
# C5H14N4

A structure of composition C5H14N4 (ωB97M-V/def2-TZVPD, the OMol25 dataset).

```
23
Properties=species:S:1:pos:R:3:forces:R:3
C 8.910128 -3.029224 -0.010506 -0.61 0.35 0.64
C -1.299744 0.588092 -0.267978 0.66 -1.85 -1.96
C -2.364648 -0.151492 0.502044 0.48 3.85 -1.61
C -1.339183 0.401720 -1.809129 -0.08 3.48 -0.76
C -2.329175 -0.716798 1.840219 -1.22 -1.97 -0.47
N 8.790037 -3.191224 -1.135707 0.59 -2.40 -3.72
N 8.848972 -2.611497 1.185196 -0.15 -1.37 0.22
N -1.944391 1.654378 0.442093 0.10 -2.16 2.10
N -3.031685 2.335552 -0.111416 -1.68 -1.40 -1.41
H -0.272372 0.519704 0.067428 -0.01 -0.02 0.40
H -3.245428 -0.079739 -0.151812 -0.08 -0.89 0.69
H -2.381713 0.445147 -2.154454 0.16 -0.10 -0.11
H -0.892846 -0.439901 -2.259564 0.38 -1.64 0.42
H -0.754345 1.207915 -2.441350 -1.20 -0.89 1.68
H -3.289463 -0.786128 2.334831 -0.39 0.63 -0.02
H -1.672387 -0.131951 2.390833 1.40 0.64 1.35
H -2.071382 -1.788446 1.823336 0.63 0.37 -0.18
H 9.048631 -3.752905 -2.022873 -0.42 1.54 2.01
H 9.113812 -1.692818 1.318458 0.87 2.39 0.65
H 8.451875 -3.104997 1.960996 -0.19 -0.54 0.21
H -3.872978 1.744585 -0.266934 0.00 0.43 0.99
H -2.909963 2.594256 -1.059610 0.96 1.14 -1.58
H -3.239915 3.148520 0.443020 -0.20 0.42 0.46
```
Forces are in eV/Å.

Values from the calculation:
Energy above the lowest of the compared OMol25 structures with the same formula, charge and spin, kcal per mole: 85.24
Net charge: +2
HOMO, eV: -15.396
Electronic energy, a.u.: -417.1957

---

# 4
# C2H5Cl2N2

A cluster of 2 separate species, C2H5Cl2N2 in total (ωB97M-V/def2-TZVPD, the OMol25 dataset).

```
11
Properties=species:S:1:pos:R:3:forces:R:3
C -0.856426 0.618495 1.098138 -1.24 2.10 -0.92
C 1.770277 -0.823417 -0.646243 -2.01 3.04 -3.81
N -1.969000 0.440133 0.402489 0.65 0.25 0.00
N 0.822591 0.061213 -0.705420 1.96 -1.78 1.43
Cl -0.124475 -0.605219 1.935258 -0.19 -0.33 0.38
Cl 2.740798 -1.166867 -2.080022 -0.27 0.10 0.93
H -0.477308 1.668928 1.283655 -0.54 -1.39 -0.22
H 2.006512 -1.452159 0.141533 0.20 -0.94 1.70
H -2.618497 1.220412 -0.009268 2.02 -1.96 1.01
H -2.075090 -0.558757 0.136414 -0.81 1.03 0.13
H 0.780617 0.597239 -1.556533 0.24 -0.12 -0.63
```
Forces are in eV/Å.

Values from the calculation:
Energy above the lowest of the compared OMol25 structures with the same formula, charge and spin, kcal per mole: 33.23
Net charge: +1
HOMO, eV: -14.640
Electronic energy, a.u.: -1108.7916

---

# 5
# C6H14O

A cluster of 2 separate species, C6H14O in total (ωB97M-V/def2-TZVPD, the OMol25 dataset).

```
21
Properties=species:S:1:pos:R:3:forces:R:3
C -1.481769 -0.813793 -1.006147 0.00 -0.01 -0.03
C -1.121794 -0.284124 0.383004 0.01 -0.05 0.04
C -2.277470 0.522611 0.978919 -0.05 0.02 0.03
C 0.141712 0.584821 0.360111 0.04 -0.07 -0.11
C 1.444220 -0.114134 0.179746 0.12 0.20 0.50
C 2.658986 0.628352 -0.030562 -0.16 -0.16 0.15
O 1.434191 -1.396458 0.387581 0.15 0.17 -0.21
H -2.301152 -1.538699 -0.934004 0.12 0.11 -0.01
H -0.619121 -1.274436 -1.495983 -0.16 0.05 0.08
H -1.811188 0.008597 -1.653600 0.06 -0.10 0.09
H -0.927030 -1.138421 1.044701 -0.03 0.11 -0.09
H -3.193236 -0.077855 1.000393 0.14 0.08 0.00
H -2.482369 1.415522 0.374665 0.04 -0.12 0.07
H -2.062724 0.848774 2.004094 -0.02 -0.05 -0.15
H 0.258808 1.114225 1.322127 0.01 -0.06 -0.12
H 0.086550 1.354091 -0.417760 0.02 -0.07 0.08
H 1.405527 -0.259943 -1.981123 0.12 0.05 -0.08
H 3.588897 0.087204 0.147915 -0.15 0.04 -0.08
H 2.643406 1.660132 0.318397 -0.07 -0.16 -0.10
H 2.292658 0.435244 -1.221225 -0.07 -0.01 -0.11
H 2.322902 -1.761715 0.238751 -0.12 0.02 0.05
```
Forces are in eV/Å.

Values from the calculation:
Energy above the lowest of the compared OMol25 structures with the same formula, charge and spin, kcal per mole: 113.25
HOMO, eV: -6.470
Electronic energy, a.u.: -312.0746

---

# 6
# C7H8BrN3O

The molecule C7H8BrN3O (ωB97M-V/def2-TZVPD, the OMol25 dataset).

```
20
Properties=species:S:1:pos:R:3:forces:R:3
C 0.883434 2.139461 0.377398 -0.10 0.14 0.12
N 0.787400 0.766894 -0.027348 2.23 -2.62 1.84
C -0.402937 0.115430 -0.251850 -0.44 -0.24 -0.28
C -1.517247 0.509892 -0.968070 0.32 -0.12 0.26
C -2.534507 -0.429228 -1.129847 -0.15 -0.20 0.05
C -2.391715 -1.699208 -0.602229 -0.35 0.14 -0.33
N -1.321581 -2.096875 0.087976 0.58 -0.02 0.37
C -0.384488 -1.199280 0.259894 -0.55 0.36 -0.20
N 0.746080 -1.399764 1.046533 0.10 -0.22 0.04
C 1.681685 -0.358146 0.870994 -2.05 3.07 -1.31
O 2.714448 -0.842807 0.121060 0.99 -0.66 -0.66
Br 4.096502 0.294667 -0.290755 -0.45 -0.03 0.28
H 1.883247 2.514473 0.153336 -0.11 0.07 0.03
H 0.155771 2.713099 -0.196153 0.06 0.13 0.04
H 0.675511 2.280619 1.446387 -0.03 0.08 -0.03
H -1.594085 1.498898 -1.393971 0.00 0.08 -0.04
H -3.429665 -0.167591 -1.673282 -0.07 -0.03 -0.02
H -3.160085 -2.449645 -0.726157 -0.12 0.03 -0.08
H 1.110690 -2.340810 1.106437 -0.03 0.07 0.07
H 2.001551 0.149927 1.789639 0.13 -0.04 -0.15
```
Forces are in eV/Å.

Values from the calculation:
Energy above the lowest of the compared OMol25 structures with the same formula, charge and spin, kcal per mole: 22.13
SMILES: CN1c2cccnc2N[C@H]1OBr
HOMO, eV: -7.677
Electronic energy, a.u.: -3085.0005

---

What is the electronic energy in the first record? -1058.6275 a.u.

---

HOMO of number 1 (C3H4F3O4P)? 0.358 eV

---

The lowest HOMO belongs to which entry? C5H14N4

---

Number 6 is which compound? C7H8BrN3O